# 1
{"formula": "C29H41ClN5O2Ti", "method": "ωB97M-V with the def2-TZVPD basis set", "gap_ev": [5.55, 7.61], "spin_multiplicity": 2, "homo_ev": [-5.3652, -7.4481], "lumo_energy_ev": [0.19, 0.16], "s_squared": 0.781, "symbols": ["Ti", "N", "C", "C", "C", "C", "C", "C", "C", "C", "N", "C", "H", "H", "H", "H", "H", "H", "H", "H", "C", "C", "N", "C", "C", "C", "C", "N", "H", "H", "H", "H", "H", "H", "H", "H", "H", "H", "H", "H", "H", "H", "Cl", "C", "C", "O", "O", "H", "H", "C", "C", "C", "C", "C", "C", "C", "C", "C", "C", "C", "C", "N", "H", "H", "H", "H", "H", "H", "H", "H", "H", "H", "H", "H", "H", "H", "H", "H", "H"], "positions_angstrom": [[-0.463993, 1.071944, 0.770819], [-0.330581, 1.185039, 3.188232], [1.056742, 1.042431, 3.509125], [1.476961, 0.900185, 4.821434], [2.832908, 0.742416, 5.102490], [3.748917, 0.744630, 4.076725], [3.343489, 0.871680, 2.733993], [4.267645, 0.836065, 1.657689], [3.771639, 0.915681, 0.361437], [2.426653, 1.007893, 0.119088], [1.477419, 1.042518, 1.127957], [1.963777, 0.997039, 2.446911], [-0.534026, 2.139343, 2.880774], [-0.907527, 1.009688, 4.003612], [0.747908, 0.933243, 5.621594], [3.161431, 0.635075, 6.127328], [4.804950, 0.634922, 4.284999], [5.324485, 0.748649, 1.861587], [4.441954, 0.899660, -0.486840], [2.032720, 1.063212, -0.885770], [0.065684, -5.170853, 0.934548], [-0.579994, -4.494107, 2.134582], [-1.192816, -3.203184, 1.819909], [-2.638025, -3.183889, 1.623959], [-3.090303, -3.457085, 0.195930], [-0.458680, -2.085529, 1.599017], [0.989523, -2.068131, 1.996578], [-0.969447, -0.995802, 1.111735], [0.485826, -6.134830, 1.219530], [0.870144, -4.562409, 0.524806], [-0.662986, -5.337109, 0.141695], [0.134845, -4.371251, 2.949497], [-1.379396, -5.120889, 2.531727], [-3.013830, -2.217846, 1.971639], [-3.058764, -3.929428, 2.300070], [-2.606489, -2.786701, -0.513332], [-4.167196, -3.319171, 0.111283], [-2.859380, -4.478268, -0.104180], [1.433108, -3.052816, 2.086837], [1.081722, -1.559918, 2.958704], [1.551830, -1.489744, 1.268585], [-1.923884, -1.125927, 0.794184], [-3.202458, 1.242250, 0.855342], [-3.096363, 2.916623, 0.178387], [-1.947542, 3.695075, 0.823746], [-2.059211, 4.892335, 0.945903], [-0.931292, 2.978258, 1.180277], [-4.053028, 3.395636, 0.363477], [-2.910728, 2.795588, -0.887643], [-1.231364, 4.585922, -2.757694], [-0.186436, 3.610335, -2.214232], [1.202355, 4.248099, -2.208589], [-0.185564, 2.300657, -2.971412], [-0.003867, 2.303201, -4.350023], [0.013062, 1.125143, -5.075172], [-0.174179, -0.083963, -4.419194], [-0.364246, -0.132139, -3.045253], [-0.527405, -1.448618, -2.316976], [0.813636, -1.917082, -1.752032], [-1.166098, -2.544979, -3.163829], [-0.349778, 1.068886, -2.315008], [-0.458166, 1.031578, -0.931408], [-1.340683, 5.437713, -2.085646], [-2.206823, 4.109085, -2.869639], [-0.947655, 4.969860, -3.739299], [-0.436488, 3.385703, -1.178000], [1.544764, 4.447436, -3.226185], [1.932924, 3.595035, -1.728947], [1.187176, 5.194253, -1.665764], [0.131628, 3.248660, -4.860576], [0.164604, 1.145189, -6.146045], [-0.171691, -1.001498, -4.990795], [-1.180417, -1.244866, -1.458166], [1.540577, -2.055759, -2.555016], [0.704688, -2.871372, -1.230279], [1.220469, -1.185706, -1.053693], [-0.504294, -2.876001, -3.964391], [-2.100277, -2.214129, -3.616772], [-1.374811, -3.422810, -2.549932]], "atomic_forces_ev_per_a": [[-0.239, -0.488, -0.737], [0.023, 0.303, -0.191], [-0.006, -0.035, 0.192], [0.046, 0.026, -0.054], [-0.045, 0.008, 0.004], [-0.014, -0.005, -0.022], [0.018, -0.079, 0.063], [-0.016, 0.011, 0.038], [0.020, -0.030, -0.139], [-0.087, 0.075, 0.073], [0.512, 0.016, 0.237], [0.045, 0.108, -0.121], [0.083, 0.189, 0.366], [-0.034, -0.137, -0.201], [-0.022, 0.002, 0.021], [0.005, -0.004, 0.021], [0.041, -0.001, 0.010], [0.042, -0.002, -0.008], [0.017, -0.002, -0.035], [0.020, 0.013, 0.037], [-0.012, -0.014, -0.008], [-0.032, -0.027, 0.121], [0.078, 0.029, -0.060], [-0.021, 0.030, 0.080], [0.001, -0.005, -0.031], [0.035, 0.077, 0.112], [-0.022, -0.019, -0.017], [-0.245, -0.188, -0.010], [0.001, -0.037, 0.029], [0.036, 0.033, -0.024], [-0.006, -0.004, -0.009], [-0.005, -0.018, -0.053], [0.050, -0.015, -0.024], [-0.013, -0.027, -0.017], [-0.020, 0.024, -0.029], [0.019, 0.047, -0.036], [-0.056, -0.002, -0.003], [0.020, -0.034, 0.007], [-0.008, -0.004, -0.027], [-0.002, -0.015, 0.016], [0.005, 0.006, -0.002], [0.015, -0.038, 0.014], [-0.131, 0.068, 0.060], [-0.109, -0.036, -0.039], [-0.015, 0.010, 0.169], [-0.067, 0.021, -0.128], [-0.025, 0.032, 0.132], [0.085, -0.009, -0.020], [0.002, 0.021, 0.008], [0.003, 0.023, -0.025], [-0.031, -0.045, 0.103], [0.034, 0.018, 0.007], [0.017, 0.075, -0.201], [0.009, -0.024, 0.037], [-0.023, -0.036, 0.029], [-0.027, 0.058, 0.020], [0.064, -0.145, -0.220], [-0.124, 0.053, 0.155], [0.053, 0.000, 0.005], [0.025, -0.009, 0.010], [0.032, 0.071, 0.450], [-0.036, 0.176, 0.178], [0.005, 0.018, 0.021], [-0.030, -0.021, 0.028], [0.022, -0.002, -0.038], [0.020, -0.001, -0.062], [0.003, 0.005, -0.030], [0.005, -0.023, 0.006], [-0.007, 0.016, 0.027], [0.008, 0.024, -0.034], [-0.002, -0.003, -0.031], [-0.003, -0.039, -0.047], [0.050, -0.036, -0.140], [0.001, -0.019, -0.035], [-0.018, -0.040, 0.037], [-0.006, 0.027, -0.004], [0.048, 0.002, -0.049], [-0.049, 0.027, -0.013], [-0.013, -0.027, 0.047]], "mulliken_charge": [-0.364, 0.016, 0.230, -0.627, -0.804, -0.818, 0.851, -1.365, -0.977, -0.729, 1.217, 0.199, 0.341, 0.258, 0.367, 0.396, 0.400, 0.380, 0.467, 0.658, -0.879, -0.981, 0.324, -1.169, -0.460, 0.439, -0.970, 0.312, 0.426, 0.223, 0.232, 0.508, 0.414, 0.539, 0.448, -0.154, 0.411, 0.322, 0.595, 0.063, 0.021, -0.168, -0.215, -0.096, 0.596, -0.680, -0.762, 0.518, -0.083, -1.765, 1.762, -1.537, 0.136, -0.174, -1.520, -0.442, -0.306, 2.658, -0.746, -2.055, -0.316, 1.045, 0.413, 0.386, 0.427, -0.918, 0.370, 0.287, 0.432, 0.374, 0.377, 0.287, -0.878, 0.341, 0.107, 0.084, 0.480, 0.397, 0.422]}

---

# 2
{"formula": "C10H16", "method": "ωB97M-V with the def2-TZVPD basis set", "e_above_lowest_ev": 1.698, "smiles": "Cc1ccccc1.CCC", "gap_ev": 10.17, "spin_multiplicity": 1, "homo_ev": -9.1601, "lumo_energy_ev": 1.01, "symbols": ["C", "C", "C", "C", "C", "C", "C", "H", "H", "H", "H", "H", "H", "H", "H", "C", "C", "C", "H", "H", "H", "H", "H", "H", "H", "H"], "positions_angstrom": [[-3.171538, 2.027709, -0.821481], [-1.999236, 1.857486, 0.036820], [-0.869529, 1.223108, -0.434702], [0.229158, 1.106380, 0.408622], [0.189514, 1.601670, 1.707434], [-0.921700, 2.295197, 2.159816], [-1.978787, 2.393525, 1.274468], [-3.454518, 1.055055, -1.396888], [-3.192254, 2.817343, -1.519872], [-4.146609, 2.107742, -0.356330], [-0.665366, 1.024041, -1.593125], [1.088196, 0.704340, 0.047157], [1.040356, 1.411468, 2.410137], [-1.014591, 2.648756, 3.206318], [-2.915329, 2.929936, 1.598180], [2.645655, -2.361266, -1.741287], [1.505930, -2.657958, -0.811858], [1.770982, -2.345970, 0.651372], [3.441036, -2.971519, -1.405752], [2.408126, -2.825163, -2.689452], [3.113700, -1.367575, -1.733064], [0.513255, -2.141234, -1.119133], [0.968978, -3.646411, -0.994500], [0.944899, -2.792906, 1.284525], [2.653800, -2.872851, 1.080086], [1.815873, -1.220902, 0.752509]], "atomic_forces_ev_per_a": [[-2.648, -3.017, -1.421], [0.107, -0.227, -1.364], [1.926, 0.018, -2.388], [-2.256, 1.178, 0.766], [0.946, -0.308, 1.174], [0.111, -0.493, 0.419], [-2.004, 1.574, 2.362], [1.162, 1.464, 0.485], [0.622, 0.985, -0.944], [0.064, 0.465, 1.104], [-0.971, 0.024, 2.710], [2.397, -1.243, -0.944], [-0.732, 0.292, -0.840], [0.194, -0.105, -0.926], [1.066, -0.573, -0.233], [-0.029, -0.803, 0.031], [-3.640, 0.208, -0.350], [-0.810, -0.404, 0.893], [1.202, -0.852, 0.504], [0.068, 0.786, -0.738], [-0.898, 0.039, -0.339], [1.700, 0.398, 0.445], [1.821, 0.274, 0.439], [0.575, 0.995, -0.630], [-0.128, 0.707, -0.609], [0.156, -1.384, 0.395]], "mulliken_charge": [-1.443, 0.816, -0.338, -0.644, -0.367, -0.580, -0.268, 0.296, 0.317, 0.398, 0.173, 0.751, 0.295, 0.330, 0.253, -1.132, -0.202, -0.821, 0.330, 0.322, 0.315, 0.162, 0.344, 0.262, 0.341, 0.089]}

---

# 3
{"formula": "C2H4N2S2", "method": "ωB97M-V with the def2-TZVPD basis set", "e_above_lowest_ev": 3.566, "smiles": "NS/C=C\\N=S", "gap_ev": [6.51, 6.51], "spin_multiplicity": 1, "homo_ev": [-7.8354, -7.8361], "lumo_energy_ev": [-1.33, -1.33], "symbols": ["N", "S", "C", "C", "N", "S", "H", "H", "H", "H"], "positions_angstrom": [[-1.530634, -1.358681, 1.004882], [-0.971634, 0.304490, 0.605713], [0.411530, -0.185127, -0.142038], [1.390465, 0.666926, -0.733608], [1.460349, 2.018889, -0.622320], [0.502849, 2.927278, 0.270206], [-2.467103, -1.309190, 1.155023], [-1.376769, -1.987779, 0.132079], [0.343327, -1.269733, -0.418291], [2.237620, 0.192927, -1.251646]], "atomic_forces_ev_per_a": [[3.948, -0.546, -2.754], [-0.844, -0.614, 1.253], [1.511, 0.509, -2.328], [-0.898, -0.835, 1.137], [0.611, -0.555, -0.080], [-0.486, -0.871, -0.245], [-3.526, 0.156, 0.575], [-0.577, 1.404, 1.937], [0.871, 1.102, 0.414], [-0.610, 0.249, 0.090]], "mulliken_charge": [-0.573, 0.182, 0.006, -0.091, -0.357, -0.186, 0.261, 0.271, 0.161, 0.327]}

---

| no. | E_tot (eV) |
| --- | --- |
| 1 | -77925.800 |
| 2 | -10628.046 |
| 3 | -26786.449 |